Entry from the Open Molecules 2025 dataset: a molecular structure, C19H23F5NPPb at a distorted geometry (the ωB97M-V functional and the def2-TZVPD basis).

Structure (ORCA input):
```
! wB97M-V def2-TZVPD RIJCOSX def2/J DEFGRID3
* xyz 2 1
C 0.47829 3.25316 -3.70985
C -0.81757 2.83049 -3.42480
C -1.00792 1.85542 -2.42370
C 0.11554 1.37774 -1.74023
C 1.42480 1.79564 -2.02199
C 1.61404 2.77610 -3.02685
C -2.39606 1.34095 -2.13088
C -2.53570 -0.18210 -1.80960
N -2.68900 -1.03248 -2.95616
Pb -0.10029 -0.01461 -0.00915
C 2.61859 1.14341 -1.33383
P 2.30566 -0.64286 -1.08347
H -1.72740 3.18834 -3.96698
H 2.64840 3.06271 -3.24722
H 0.63985 3.99146 -4.51879
H 2.79909 1.55576 -0.31365
H 3.54457 1.15321 -1.92657
H -2.82821 1.87945 -1.27370
H -3.04290 1.53095 -2.99282
H -1.65940 -0.69292 -1.31126
C 3.52164 -1.48869 -0.06238
C 2.13844 -1.36895 -2.73593
H -3.39064 -0.35878 -1.11068
C -1.52168 -1.12368 -3.82279
C -3.23327 -2.32965 -2.60811
H 0.13172 -1.29688 1.92222
H -1.83979 -1.73102 -4.67400
H -1.20285 -0.11548 -4.15302
H -0.64087 -1.63755 -3.37275
H -3.45653 -2.84978 -3.54742
H -2.55490 -2.97022 -2.00266
H -4.15891 -2.17159 -2.03458
H 3.15358 -1.33565 -3.16854
H 1.76682 -2.40796 -2.61959
H 1.42683 -0.80361 -3.37343
H 4.46977 -1.40279 -0.62631
H 3.55205 -0.99744 0.93478
H 3.17026 -2.54044 0.04382
H -0.29755 -1.77241 1.50493
F -2.91268 -0.01787 1.34219
C -2.42376 1.25320 1.57181
C -1.22646 1.65959 0.99552
C -0.68073 2.88944 1.27161
F 0.53480 3.26236 0.72490
C -1.29782 3.76121 2.14823
F -0.75101 4.94792 2.44928
C -2.50246 3.32960 2.75687
F -3.08269 4.12020 3.66411
C -3.09170 2.06909 2.47628
F -4.21285 1.65393 3.08234
*
```

Output
Orbital gap (alpha / beta), eV: 5.40 / 5.39
E, a.u.: -1825.25874
Highest occupied orbital energy (alpha / beta), eV: -15.0 / -15.0
Max |F|, eV/Å: 3.8